[1]
3 unconnected molecules or ions with the total composition C4H12O4. Source: the Open Molecules 2025 dataset; level of theory: ωB97M-V/def2-TZVPD.

The geometry in XYZ format:
```
20
Properties=species:S:1:pos:R:3
O -1.2069 2.6785 1.7632
C 1.5743 0.7729 -0.7071
H 2.0805 -1.3209 1.9779
O 1.4341 -1.9426 1.7046
C 0.1301 0.6674 -1.2078
H 2.3910 0.6772 -1.4194
H 1.8244 1.6743 -0.1312
H -0.4642 1.3861 -0.6438
C -1.7807 -1.2293 -1.1555
H -2.4423 -0.3435 0.4285
H -1.4801 1.8007 1.8975
H 0.2065 -1.2959 -1.5748
H 1.4422 -2.5767 2.4464
H -0.2806 2.7823 1.9567
H 0.0952 0.8881 -2.2673
H 1.7520 0.0364 0.0773
H -0.0392 -1.1504 0.1251
O -2.7636 -0.9286 -0.2760
O -2.0708 -1.8053 -2.1671
C -0.4018 -0.7709 -0.8272
```

Summary:
LUMO level   0.078 eV
Energy relative to the best compared isomer or geometry (same formula, charge and spin)   21.3 kcal/mol
Energy   -12532.16905 eV
Total charge   0
Maximum force   2.900 eV Å⁻¹

[2]
A molecular structure, C4H12O6Tl. Source: the Open Molecules 2025 dataset; level of theory: ωB97M-V/def2-TZVPD.

The geometry in XYZ format:
```
23
Properties=species:S:1:pos:R:3
H 0.4545 0.6992 3.5438
H 1.9034 1.8840 -2.4141
H -1.7697 -2.5183 -0.1402
H -2.6054 -1.6847 0.7053
H -1.6093 0.0024 2.4064
C 0.3482 0.6838 2.4732
C -1.1287 0.8900 2.1041
O 0.5698 -0.5304 1.8289
H -0.3769 1.3514 -3.2674
H 1.8844 0.1578 -2.6705
H 0.9423 -3.0163 -0.1555
H 1.0193 1.4146 2.0873
O -1.7219 -1.6795 0.3007
H -1.4813 1.7706 2.5546
O 1.0835 -2.1138 -0.4385
O -0.5539 -0.3283 -2.0057
C 1.3986 0.9315 -2.1348
Tl -0.0849 -0.3228 -0.0816
O 1.5493 0.6436 -0.7588
H 1.9581 -2.0567 -0.7720
C -0.0413 1.0109 -2.3151
H -0.3966 1.7362 -1.5713
O -1.3416 1.0746 0.7213
```

Summary:
LUMO level   2.515 eV
Energy relative to the best compared isomer or geometry (same formula, charge and spin)   0.0 kcal/mol
Energy   -21316.12788 eV
Total charge   -1
Maximum force   4.326 eV Å⁻¹

[3]
A single C4H12OP2S2 molecule. Source: the Open Molecules 2025 dataset; level of theory: ωB97M-V/def2-TZVPD.

The geometry in XYZ format:
```
21
Properties=species:S:1:pos:R:3
H 0.8322 0.6250 -2.1039
H -2.0610 -0.2463 -1.8113
H 1.6678 2.0641 -1.4148
H -2.2246 -0.9570 2.0843
H 2.5214 0.7579 -2.2777
S 0.9996 -1.5363 0.4115
C -1.3818 -1.0111 -1.6134
O -0.7907 0.9685 0.4205
H 1.3274 1.8122 1.3330
C 1.7263 0.9983 -1.6000
H 3.2324 1.9620 1.2868
H -2.9322 -1.1474 0.4785
H 2.1946 0.7412 2.1910
H -1.9420 -2.5265 1.3238
P -0.9432 -0.4917 0.0921
H -0.8204 -1.1660 -2.4688
S 4.1014 -0.7643 -0.2023
C -2.0402 -1.4310 1.1337
C 2.2939 1.2931 1.2869
H -1.9147 -2.0028 -1.4123
P 2.3645 0.0492 -0.0890
```

Summary:
LUMO level   0.434 eV
Energy relative to the best compared isomer or geometry (same formula, charge and spin)   2.1 kcal/mol
Energy   -46639.81155 eV
Total charge   0
Maximum force   4.152 eV Å⁻¹

[4]
2 unconnected molecules or ions with the total composition C4H12OS. Source: the Open Molecules 2025 dataset; level of theory: ωB97M-V/def2-TZVPD.

The geometry in XYZ format:
```
18
Properties=species:S:1:pos:R:3
H -0.8201 -0.0355 1.1787
H 0.0146 -0.9680 -2.9217
C -0.7706 0.5576 -1.5526
H -1.1837 0.1116 -3.6305
H -0.7303 1.7255 0.9461
H 0.8595 -0.4156 -0.5731
H -1.1803 -3.1838 -0.7782
O -1.1374 -2.9835 0.1620
H -1.2679 1.5215 -1.6816
H 1.6974 -0.2929 1.8995
C -0.1615 0.7868 0.8798
H 1.1133 1.3073 -0.7867
S 1.1440 0.9008 2.1526
H -1.5562 -0.0968 -1.1559
C -0.3435 0.0607 -2.9361
C 0.3678 0.5635 -0.5304
H 0.4356 0.7013 -3.3392
H -0.6085 -2.1750 0.2083
```

Summary:
LUMO level   0.708 eV
Energy relative to the best compared isomer or geometry (same formula, charge and spin)   4.3 kcal/mol
Energy   -17225.35618 eV
Total charge   0
Maximum force   0.614 eV Å⁻¹

[5]
2 unconnected molecules or ions with the total composition C4H12OS2. Source: the Open Molecules 2025 dataset; level of theory: ωB97M-V/def2-TZVPD.

The geometry in XYZ format:
```
19
Properties=species:S:1:pos:R:3
H -2.9043 -0.5616 -2.4153
H 2.4788 0.3850 0.5403
S -1.4148 -1.6026 -1.0889
C -2.1050 -0.0224 -1.9278
C 0.7948 -0.8269 0.9037
H -3.4744 1.3180 -1.1987
H 0.0562 -0.0529 1.1079
C -2.4580 1.0626 -0.8851
H 2.9388 -1.0859 1.3874
H 3.4346 5.0159 2.9928
O 2.8351 4.3947 3.4158
H 0.4701 -1.6433 1.5620
C 2.1570 -0.3243 1.3082
S 0.5537 -1.2453 -0.8797
H -2.3525 0.8827 0.1874
H 2.1317 0.0774 2.3214
H 2.3081 4.8313 4.0619
H -1.4120 0.3687 -2.6609
H -1.6803 1.8220 -0.9730
```

Summary:
LUMO level   0.858 eV
Energy relative to the best compared isomer or geometry (same formula, charge and spin)   20.5 kcal/mol
Energy   -28059.97747 eV
Total charge   0
Maximum force   2.980 eV Å⁻¹

[6]
A molecular structure, C4H12OS2. Source: the Open Molecules 2025 dataset; level of theory: ωB97M-V/def2-TZVPD.

The geometry in XYZ format:
```
19
Properties=species:S:1:pos:R:3
H 5.3453 -0.0958 0.1294
C -3.2003 -0.6323 0.0135
H -0.7409 -0.2335 1.3206
S 3.3909 0.2225 0.3524
H -2.8529 0.4099 -0.6851
H -0.5944 1.4240 1.9338
H -3.3076 -1.4128 -2.7531
H -1.7717 -2.1060 -0.1873
H -4.2995 -0.5408 0.1899
H -0.0913 1.1531 0.2671
C -2.3251 -1.6824 -2.2678
S -2.5363 1.3704 0.4529
H -1.5844 -0.9133 -2.5902
H -1.8367 -2.5980 -2.5806
O 6.2138 0.2479 0.3472
H -3.3201 -2.8121 -0.6412
C -0.8518 0.8246 1.0389
H 6.4337 0.0957 1.2789
C -2.7499 -1.8165 -0.6754
```

Summary:
LUMO level   -4.143 eV
Energy relative to the best compared isomer or geometry (same formula, charge and spin)   224.0 kcal/mol
Energy   -28051.15321 eV
Total charge   0
Maximum force   5.672 eV Å⁻¹

[7]
2 unconnected molecules or ions with the total composition C4H12OS2. Source: the Open Molecules 2025 dataset; level of theory: ωB97M-V/def2-TZVPD.

The geometry in XYZ format:
```
19
Properties=species:S:1:pos:R:3
H 0.3846 -0.6101 -2.0835
H 1.4726 0.4351 1.4187
S -0.4522 -0.9976 1.5225
H 0.3709 -3.1287 -1.7358
C 0.3980 0.5962 1.3360
H -1.1744 -2.9716 -0.7945
H 0.2070 0.9048 0.3175
H 0.4046 2.5278 2.3038
H -1.1102 1.8669 2.1113
H 0.8369 2.2251 -0.6285
C -0.2287 -2.5098 -1.0651
H -1.1214 -0.6118 -1.0898
C -0.4894 -1.1773 -1.7890
H -1.1996 -1.4383 -2.5719
H -0.0663 1.0961 3.3825
H 0.2461 2.0204 -2.0511
O 0.8887 2.5166 -1.5264
C -0.0987 1.5662 2.4103
S 0.7313 -2.3099 0.5331
```

Summary:
LUMO level   0.678 eV
Energy relative to the best compared isomer or geometry (same formula, charge and spin)   9.2 kcal/mol
Energy   -28060.46838 eV
Total charge   0
Maximum force   2.105 eV Å⁻¹

[8]
2 unconnected molecules or ions with the total composition C4H12S. Source: the Open Molecules 2025 dataset; level of theory: ωB97M-V/def2-TZVPD.

The geometry in XYZ format:
```
17
Properties=species:S:1:pos:R:3
C -0.8495 0.7741 1.0924
C 3.1725 0.3539 -1.5754
H -3.3313 0.3386 -0.9840
C 4.3217 -0.1842 -0.7453
H -0.2508 0.4689 1.9441
H 3.3235 1.4094 -1.7931
H -1.1774 1.8082 1.0918
H 5.3207 0.1548 -1.0235
H -3.2526 -1.4030 -0.7658
H 4.3937 -1.2785 -0.8021
H 2.2209 0.2078 -1.0630
H -0.2875 0.5861 0.1762
H 3.0791 -0.2060 -2.5067
H 4.2444 -0.0158 0.3324
S -2.2454 -0.3856 1.1222
H -1.7582 -0.5046 -1.1697
C -2.7020 -0.4752 -0.6278
```

Summary:
LUMO level   0.936 eV
Energy relative to the best compared isomer or geometry (same formula, charge and spin)   5.6 kcal/mol
Energy   -15177.46418 eV
Total charge   0
Maximum force   1.379 eV Å⁻¹

[9]
2 unconnected molecules or ions with the total composition C4H12S. Source: the Open Molecules 2025 dataset; level of theory: ωB97M-V/def2-TZVPD.

The geometry in XYZ format:
```
17
Properties=species:S:1:pos:R:3
C -1.6803 1.2768 2.0549
H 1.6815 -1.7700 -2.5871
C -0.5487 0.1981 1.9407
H 1.2731 0.3064 -2.8185
H -0.9385 -0.6810 1.5667
H 3.4454 0.5024 -1.2472
H -0.5423 0.1137 -1.6594
C 1.3518 -0.6635 -2.1418
H -0.5736 -1.6250 -2.3906
H -1.2253 2.2362 2.4273
H 0.5336 0.4910 1.5472
H -0.2949 -0.0449 2.9338
S 2.4350 -0.1925 -0.7440
C -0.0983 -0.9519 -1.7100
H -0.3402 -1.6008 -0.8059
H -2.5703 0.8885 2.6509
H -1.9080 1.5165 0.9829
```

Summary:
LUMO level   0.884 eV
Energy relative to the best compared isomer or geometry (same formula, charge and spin)   42.1 kcal/mol
Energy   -15175.88208 eV
Total charge   0
Maximum force   3.474 eV Å⁻¹

[10]
2 unconnected molecules or ions with the total composition C4H12S. Source: the Open Molecules 2025 dataset; level of theory: ωB97M-V/def2-TZVPD.

The geometry in XYZ format:
```
17
Properties=species:S:1:pos:R:3
H -1.4609 -2.5502 0.0528
H 2.8973 1.1146 3.2067
C 1.9904 1.5361 2.7616
S -0.8175 -1.8002 -0.8803
C -0.9908 0.7351 -1.7493
H 1.6363 0.2870 0.8750
H -2.7866 -0.2341 -1.0228
H 0.0493 0.4777 -1.9525
H 1.8986 2.6597 2.9066
H -0.9024 1.8718 -1.5814
H 1.6939 2.0514 0.6918
H -1.4735 0.5742 -2.7842
H 1.1432 1.0615 3.2539
C -1.7176 -0.1652 -0.7736
C 2.1575 1.2297 1.2806
H 3.2349 1.1788 1.1137
H -1.4874 0.2969 0.2088
```

Summary:
LUMO level   0.871 eV
Energy relative to the best compared isomer or geometry (same formula, charge and spin)   17.7 kcal/mol
Energy   -15176.93706 eV
Total charge   0
Maximum force   3.426 eV Å⁻¹

[11]
2 unconnected molecules or ions with the total composition C4H12S. Source: the Open Molecules 2025 dataset; level of theory: ωB97M-V/def2-TZVPD.

The geometry in XYZ format:
```
17
Properties=species:S:1:pos:R:3
C -1.9191 0.8743 -0.2512
H 1.1344 -2.9716 -1.1314
H 2.1629 0.2055 1.0182
C 2.5823 -0.3141 0.1349
H -2.8168 0.6616 -0.8903
H -1.4859 2.5194 1.0722
H 0.9138 -1.9882 0.2368
H 3.1740 -1.2388 0.2295
H -1.2658 1.1846 1.8664
H -1.1668 0.0948 -0.3803
H -0.3529 -1.8279 -1.3749
S 1.6589 -0.4431 -1.3615
C -2.0411 1.5546 1.1077
C 0.6792 -1.9630 -0.9229
H 3.3828 0.4300 -0.0175
H -1.5855 1.7332 -0.8191
H -3.0544 1.4886 1.4834
```

Summary:
LUMO level   0.927 eV
Energy relative to the best compared isomer or geometry (same formula, charge and spin)   42.7 kcal/mol
Energy   -15175.85372 eV
Total charge   0
Maximum force   2.805 eV Å⁻¹

[12]
2 unconnected molecules or ions with the total composition C4H12S. Source: the Open Molecules 2025 dataset; level of theory: ωB97M-V/def2-TZVPD.

The geometry in XYZ format:
```
17
Properties=species:S:1:pos:R:3
H 2.5015 -0.5319 1.3036
H 2.4089 -0.3858 2.8914
C 1.8578 -0.2590 2.0248
H 0.7286 -0.7513 -1.0127
H 0.2945 0.9511 1.5768
H -2.5030 0.7063 -3.3846
S -0.7512 0.7322 -1.7876
H -0.5866 -1.6275 -1.9193
C -0.3971 -0.9451 -1.0452
H 1.3703 1.8135 2.6286
C -2.5031 0.2275 -2.3923
C 1.2369 1.0447 1.7820
H -0.8446 -1.2345 -0.1201
H -2.4346 -0.8686 -2.2636
H 1.0564 -1.0808 2.2643
H 1.7831 1.6826 1.0545
H -3.2179 0.5265 -1.6007
```

Summary:
LUMO level   1.048 eV
Energy relative to the best compared isomer or geometry (same formula, charge and spin)   44.0 kcal/mol
Energy   -15175.79878 eV
Total charge   0
Maximum force   7.277 eV Å⁻¹